{
  "formula": "C29H38N2O2OsP3",
  "method": "wB97M-V/def2-TZVPD",
  "elements": ["Os", "P", "C", "C", "N", "C", "C", "C", "C", "C", "P", "H", "H", "H", "H", "H", "H", "H", "H", "O", "H", "H", "O", "H", "C", "H", "H", "H", "C", "H", "H", "H", "C", "H", "H", "H", "C", "H", "H", "H", "N", "P", "C", "C", "C", "C", "C", "C", "C", "C", "C", "C", "C", "C", "C", "C", "C", "C", "C", "C", "H", "H", "H", "H", "H", "H", "H", "H", "H", "H", "H", "H", "H", "H", "H"],
  "xyz": [[1.0917, -0.0722, -0.3852], [1.8885, 1.5398, 0.9426], [3.7403, 1.5723, 0.6152], [4.0968, 0.3762, -0.2272], [3.0962, -0.2529, -0.9073], [3.3786, -1.0886, -1.9371], [4.6683, -1.5932, -2.1656], [5.7140, -0.9776, -1.4476], [5.4177, 0.0213, -0.5115], [2.1914, -1.5507, -2.7288], [0.8060, -0.2993, -2.5866], [6.1843, 0.5956, 0.0339], [4.7767, -2.3935, -2.8910], [6.7296, -1.3403, -1.6027], [2.4427, -1.6264, -3.7914], [1.7698, -2.5272, -2.4257], [3.9001, 2.4802, 0.0977], [4.3454, 1.5986, 1.5366], [3.5985, 3.6831, -2.0565], [4.5476, 3.8305, -2.0149], [4.6953, 4.5429, -1.3761], [0.8438, 2.5779, -1.7916], [1.4007, 3.1682, -2.3129], [0.8105, 3.8326, -2.7010], [1.2069, 0.8103, -4.0073], [1.6018, 0.2416, -4.8647], [0.3066, 1.3460, -4.3487], [1.9566, 1.5653, -3.7261], [-0.6633, -1.1993, -3.2013], [-1.5211, -0.5091, -3.2064], [-0.5147, -1.5959, -4.2198], [-0.8917, -2.0324, -2.5216], [1.8850, 0.9186, 2.6647], [2.6436, 1.4295, 3.2770], [0.8729, 1.0588, 3.0676], [2.1183, -0.1512, 2.5942], [1.5286, 3.3308, 1.1750], [0.5618, 3.4447, 1.6859], [2.2734, 3.8844, 1.7734], [1.4604, 3.8792, 0.2243], [-0.6404, 0.1955, 0.1104], [-1.9173, -0.5468, 0.8740], [-2.1711, -2.1519, 0.0895], [-3.2417, -2.3286, -0.8235], [-3.4149, -3.5569, -1.4727], [-2.5117, -4.6022, -1.2457], [-1.4264, -4.4157, -0.3807], [-1.2277, -3.1837, 0.2461], [-1.5925, -0.5114, 2.6303], [-1.8853, 0.6722, 3.3288], [-1.7127, 0.7122, 4.7051], [-1.1803, -0.4019, 5.3626], [-0.8208, -1.5469, 4.6511], [-1.0206, -1.6129, 3.2776], [-3.4552, 0.3348, 0.6912], [-3.5553, 1.5369, -0.0295], [-4.7922, 2.1886, -0.0823], [-5.9024, 1.6368, 0.5623], [-5.8015, 0.4325, 1.2762], [-4.5769, -0.2289, 1.3314], [-3.9379, -1.4996, -1.0016], [-4.2600, -3.6878, -2.1603], [-2.6706, -5.5675, -1.7340], [-0.7305, -5.2345, -0.1966], [-0.3303, -3.0345, 0.8555], [-2.3195, 1.5106, 2.7713], [-2.0129, 1.6082, 5.2472], [-1.0630, -0.3597, 6.4405], [-0.4114, -2.3938, 5.1951], [-0.7839, -2.5253, 2.7303], [-2.6901, 1.9698, -0.5402], [-4.9001, 3.1362, -0.6270], [-6.8747, 2.1336, 0.5423], [-6.6543, -0.0175, 1.7818], [-4.4735, -1.1787, 1.8620]],
  "homo_energy_ev": [-16.707, -16.728],
  "largest_force_ha_per_bohr": 0.1145,
  "spin_multiplicity": 5,
  "total_charge": 3,
  "total_energy_ha": -2501.5949
}

***

{
  "formula": "C29H38N2O2P3Re",
  "method": "wB97M-V/def2-TZVPD",
  "elements": ["Re", "P", "C", "C", "N", "C", "C", "C", "C", "C", "P", "H", "H", "H", "H", "H", "H", "H", "H", "O", "H", "H", "O", "H", "C", "H", "H", "H", "C", "H", "H", "H", "C", "H", "H", "H", "C", "H", "H", "H", "N", "P", "C", "C", "C", "C", "C", "C", "C", "C", "C", "C", "C", "C", "C", "C", "C", "C", "C", "C", "H", "H", "H", "H", "H", "H", "H", "H", "H", "H", "H", "H", "H", "H", "H"],
  "xyz": [[0.2408, 0.1449, -1.2754], [2.1965, -0.9325, -1.0539], [2.5051, -1.2180, -2.8712], [1.2975, -1.7371, -3.6007], [0.1382, -1.2608, -3.1291], [-1.0302, -1.5499, -3.7031], [-1.0768, -2.4787, -4.7550], [0.1163, -2.9901, -5.2584], [1.3171, -2.6097, -4.6859], [-2.2632, -0.8828, -3.1457], [-1.8111, 0.5524, -2.0287], [2.2845, -2.9663, -5.0539], [-2.0530, -2.7691, -5.1371], [0.0940, -3.6619, -6.1207], [-2.9065, -0.5193, -3.9639], [-2.8500, -1.5910, -2.5361], [2.7607, -0.1911, -3.2311], [3.3863, -1.8799, -2.9820], [1.0989, 2.8726, -2.9632], [1.7028, 2.1088, -3.2031], [2.2626, 2.5059, -3.8746], [0.0033, 3.5378, -1.3786], [0.0647, 3.9148, -2.2760], [-0.2919, 4.8223, -2.2766], [-1.9911, 1.9123, -3.2152], [-2.9758, 1.8781, -3.6881], [-1.8300, 2.8762, -2.7278], [-1.2078, 1.8092, -3.9699], [-3.2482, 0.6885, -0.9013], [-3.0816, 1.5482, -0.2383], [-4.1946, 0.8213, -1.4446], [-3.3108, -0.2092, -0.2724], [2.3461, -2.5814, -0.2688], [3.2592, -3.1093, -0.5731], [2.3558, -2.4217, 0.8181], [1.4685, -3.1943, -0.5169], [3.6839, -0.0585, -0.4540], [3.4981, 0.2370, 0.5877], [4.5921, -0.6739, -0.5033], [3.8055, 0.8437, -1.0684], [0.1656, 0.7071, 0.3818], [-0.1084, 0.4269, 2.0154], [-1.1336, 1.7445, 2.6207], [-1.5031, 2.7563, 1.7201], [-2.3146, 3.8103, 2.1428], [-2.7616, 3.8530, 3.4643], [-2.3964, 2.8467, 4.3785], [-1.5735, 1.7923, 3.9577], [-0.9671, -1.1415, 2.0576], [-1.5528, -1.6503, 3.2440], [-2.2166, -2.8767, 3.1979], [-2.2966, -3.5770, 1.9833], [-1.7271, -3.0637, 0.8161], [-1.0533, -1.8530, 0.8633], [1.4435, 0.2761, 2.8598], [2.2006, 1.4543, 2.9891], [3.4271, 1.4242, 3.6464], [3.8945, 0.2190, 4.1888], [3.1415, -0.9577, 4.0720], [1.9107, -0.9356, 3.4074], [-1.1263, 2.6971, 0.7015], [-2.5879, 4.5972, 1.4395], [-3.3935, 4.6767, 3.8045], [-2.7418, 2.8869, 5.4173], [-1.2681, 1.0188, 4.6667], [-1.4684, -1.0887, 4.1803], [-2.6584, -3.2808, 4.1094], [-2.8146, -4.5297, 1.9501], [-1.7947, -3.5778, -0.1419], [-0.5611, -1.4356, -0.0881], [1.8063, 2.3871, 2.5869], [4.0096, 2.3411, 3.7478], [4.8512, 0.1986, 4.7128], [3.5082, -1.8935, 4.5075], [1.3043, -1.8401, 3.3392]],
  "homo_energy_ev": [-16.530, -17.072],
  "largest_force_ha_per_bohr": 0.1169,
  "spin_multiplicity": 4,
  "total_charge": 3,
  "total_energy_ha": -2489.2516
}

***

{
  "formula": "C29H38N4NiO2P2",
  "method": "wB97M-V/def2-TZVPD",
  "elements": ["Ni", "C", "C", "C", "C", "C", "C", "C", "C", "C", "H", "H", "H", "H", "H", "H", "H", "H", "H", "H", "H", "H", "H", "H", "H", "P", "P", "N", "N", "N", "N", "C", "C", "C", "C", "C", "C", "C", "C", "C", "C", "C", "C", "C", "C", "C", "C", "C", "C", "H", "H", "H", "H", "H", "H", "H", "H", "H", "H", "H", "H", "H", "H", "H", "H", "H", "H", "H", "H", "C", "C", "O", "O", "H", "H", "H"],
  "xyz": [[0.5093, -2.6879, 0.9409], [-0.5339, 2.1342, 4.0460], [-1.1098, 1.5878, 2.9945], [-0.5672, 1.5166, 1.5854], [0.7403, 0.7003, 1.4712], [1.9758, 1.3133, 2.0212], [2.1576, 2.4950, 2.6282], [1.1497, 3.5856, 2.8157], [0.2558, 3.3961, 4.0648], [1.0049, -3.0488, 3.0765], [-0.7235, 1.7320, 5.0699], [-2.0375, 1.0031, 3.2246], [-0.4947, 2.5419, 1.1896], [-1.3229, 0.9605, 1.0220], [0.6160, -0.2716, 2.0070], [0.8390, 0.3580, 0.4165], [2.8681, 0.6867, 1.8687], [3.1959, 2.6336, 2.9618], [0.4965, 3.7492, 1.9440], [1.6927, 4.5245, 2.9886], [0.9356, 3.4012, 4.9267], [-0.4331, 4.2578, 4.0816], [0.1429, -2.6708, 3.6713], [1.8315, -2.3539, 3.3333], [1.2402, -4.1172, 3.3397], [1.4043, -1.3305, -1.3369], [-2.1476, -0.5767, -1.2209], [2.8162, -0.1074, -1.7485], [2.0922, -2.4899, -2.5383], [-2.2349, 1.1435, -1.7994], [-3.7399, -0.9272, -2.0649], [0.3204, -0.4470, -2.5316], [-1.0581, -1.1377, -2.6087], [3.8661, 0.0919, -0.8495], [4.8337, 0.9059, -1.4534], [4.3735, 1.2073, -2.7803], [3.1358, 0.5662, -2.9361], [2.3731, -3.7992, -2.1258], [2.8596, -4.5163, -3.2206], [2.9654, -3.5962, -4.3158], [2.5007, -2.3634, -3.8768], [-2.7042, 2.1687, -0.9623], [-2.5758, 3.3937, -1.6079], [-2.0850, 3.1187, -2.9356], [-1.9024, 1.7406, -3.0211], [-4.4401, -0.3664, -3.1453], [-5.3689, -1.2911, -3.6373], [-5.2718, -2.4567, -2.8042], [-4.3046, -2.1963, -1.8471], [0.7743, -0.5186, -3.5213], [0.2862, 0.6212, -2.2783], [-1.5593, -0.9890, -3.5867], [-0.9395, -2.2265, -2.4497], [3.8401, -0.3618, 0.1461], [5.7630, 1.2185, -0.9798], [4.8738, 1.7930, -3.5513], [2.4767, 0.5547, -3.8186], [2.2044, -4.1125, -1.1052], [3.0926, -5.5666, -3.2297], [3.3226, -3.7820, -5.3244], [2.4263, -1.4408, -4.4481], [-3.1336, 1.9461, 0.0044], [-2.7786, 4.3741, -1.1856], [-1.8710, 3.8167, -3.7375], [-1.5677, 1.1472, -3.8613], [-4.2650, 0.6435, -3.4798], [-6.0049, -1.1226, -4.4997], [-5.8356, -3.3795, -2.9213], [-3.9747, -2.8286, -1.0355], [-0.5978, -0.2114, 6.6489], [-1.6088, -1.0509, 5.9218], [-2.4299, -1.6032, 6.7273], [-1.5725, -1.1285, 4.6670], [-1.0645, 0.7292, 6.9683], [0.2764, 0.0366, 6.0491], [-0.2699, -0.7201, 7.5593]],
  "homo_energy_ev": [-7.983, -8.065],
  "largest_force_ha_per_bohr": 0.1043,
  "spin_multiplicity": 3,
  "total_energy_ha": -3688.0554
}